Entry 1:
Below is a molecular structure, C59H44F15GeN2O9PS4Ti, with properties calculated with ωB97M-V/def2-TZVPD.

Atoms and positions in Å:
Ti -0.13 -0.01 0.31
O 1.75 -0.18 -1.22
S 2.62 0.05 -0.07
O 3.63 -0.93 0.16
O 1.67 0.21 1.11
C 3.40 1.59 -0.31
C 4.78 1.61 -0.32
C 5.44 2.81 -0.52
C 4.72 3.98 -0.73
C 3.34 3.97 -0.73
C 2.66 2.78 -0.52
S 0.94 3.03 -0.12
O 1.04 3.29 1.28
O 0.40 4.09 -0.91
O 0.14 1.73 -0.41
H 5.32 0.68 -0.17
H 6.53 2.84 -0.49
H 5.25 4.92 -0.87
H 2.76 4.88 -0.87
O 1.75 0.63 8.47
C 2.45 0.46 7.33
O 3.61 0.74 7.29
C 1.70 -0.08 6.14
C 2.44 -0.69 5.13
C 1.81 -1.14 3.98
C 0.43 -0.96 3.79
S -0.37 -1.54 2.32
C -0.29 -0.32 4.80
C 0.34 0.09 5.97
H 0.86 0.27 8.38
H 3.51 -0.81 5.27
H 2.39 -1.62 3.19
H -1.33 -0.13 4.64
H -0.27 0.59 6.73
N -5.18 3.72 2.48
C -4.11 3.30 2.59
C -2.76 2.78 2.75
C -1.95 3.19 3.81
C -0.68 2.69 3.88
C -0.25 1.79 2.92
N -1.03 1.35 1.92
C -2.27 1.88 1.84
H -2.33 3.89 4.55
H 0.00 2.98 4.67
H 0.74 1.39 2.97
H -2.88 1.56 1.02
F -7.11 -2.67 1.19
C -7.01 -1.48 0.58
C -5.82 -0.77 0.57
C -5.87 0.48 -0.03
F -4.81 1.31 -0.01
C -7.00 0.97 -0.63
F -7.00 2.17 -1.20
C -8.14 0.21 -0.63
F -9.24 0.67 -1.23
C -8.16 -1.01 -0.01
F -9.28 -1.72 0.01
Ge -4.15 -1.58 1.24
S -2.55 -0.68 0.07
C -4.47 -3.47 0.74
C -4.46 -3.75 -0.62
F -4.40 -2.75 -1.51
C -4.60 -5.02 -1.12
F -4.62 -5.26 -2.43
C -4.73 -6.07 -0.25
F -4.82 -7.31 -0.71
C -4.81 -5.84 1.10
F -5.01 -6.85 1.94
C -4.71 -4.55 1.58
F -4.92 -4.40 2.89
C -4.20 -1.42 3.19
C -3.59 -2.33 4.05
F -2.91 -3.38 3.60
C -3.66 -2.19 5.41
F -3.05 -3.07 6.21
C -4.31 -1.12 5.96
F -4.35 -0.97 7.28
C -4.93 -0.19 5.15
F -5.56 0.84 5.69
C -4.86 -0.35 3.79
F -5.47 0.58 3.06
C 1.41 -3.53 0.19
C 0.35 -2.95 -0.64
O -0.01 -1.77 -0.43
C -0.34 -3.69 -1.68
C -1.34 -3.07 -2.41
C -1.97 -3.74 -3.44
C -1.61 -5.05 -3.73
C -0.62 -5.69 -3.00
C 0.02 -5.01 -1.98
H 1.05 -3.49 1.22
H 2.29 -2.89 0.16
H 1.68 -4.55 -0.07
H -1.61 -2.05 -2.17
H -2.75 -3.25 -4.01
H -2.10 -5.57 -4.55
H -0.35 -6.72 -3.22
H 0.81 -5.52 -1.43
C 0.32 1.47 -5.87
C 0.38 1.68 -4.35
C 1.82 1.37 -3.90
C 0.11 3.15 -4.01
P -0.74 0.52 -3.33
C -0.50 -1.02 -4.32
C 0.54 -1.85 -3.90
C 0.85 -3.03 -4.57
C 0.11 -3.42 -5.68
C -0.93 -2.60 -6.11
C -1.23 -1.42 -5.45
C -2.54 1.05 -3.60
C -2.98 1.67 -4.93
C -2.78 2.09 -2.48
C -3.44 -0.16 -3.31
H 0.93 2.25 -6.34
H -0.69 1.54 -6.27
H 0.73 0.50 -6.15
H 2.51 1.96 -4.52
H 2.07 0.31 -4.03
H 1.98 1.63 -2.86
H 0.94 3.76 -4.40
H 0.05 3.32 -2.94
H -0.81 3.53 -4.46
H 1.12 -1.56 -3.03
H 1.67 -3.66 -4.22
H 0.35 -4.34 -6.20
H -1.51 -2.89 -6.99
H -2.03 -0.80 -5.83
H -2.37 2.52 -5.23
H -4.01 2.03 -4.81
H -2.99 0.95 -5.75
H -2.21 3.01 -2.64
H -2.51 1.69 -1.51
H -3.85 2.35 -2.44
H -3.34 -0.94 -4.06
H -4.49 0.18 -3.31
H -3.25 -0.59 -2.33

Properties
Max |F| in Eh/bohr: 0.0387
E_HOMO in hartree: -0.309
LUMO level in Eh: -0.05940
Gap between HOMO and LUMO in eV: 6.805


Entry 2:
Below is a molecular structure, C59H46FFeGeNOP3S, with properties calculated with ωB97M-V/def2-TZVPD.

Atoms and positions in Å:
Fe 0.28 0.02 0.00
F -3.64 -0.34 2.39
Ge -2.32 0.35 1.39
C -3.00 -0.72 -0.21
C -4.36 -0.49 -0.37
C -5.08 -1.25 -1.28
C -4.45 -2.24 -2.02
C -3.09 -2.45 -1.88
C -2.35 -1.67 -0.99
P -0.59 -2.04 -0.72
C -0.83 -3.72 -0.02
C -0.47 -4.89 -0.68
C -0.83 -6.12 -0.16
C -1.56 -6.19 1.02
C -1.94 -5.02 1.67
C -1.57 -3.79 1.16
C 0.15 -2.31 -2.36
C -0.43 -1.84 -3.54
C 0.19 -2.07 -4.76
C 1.41 -2.74 -4.81
C 2.02 -3.17 -3.64
C 1.39 -2.95 -2.42
C -3.02 2.12 0.89
C -4.19 2.68 1.38
C -4.60 3.93 0.95
C -3.85 4.63 0.02
C -2.68 4.09 -0.49
C -2.27 2.83 -0.05
P -0.71 2.14 -0.73
C 0.41 3.50 -0.25
C 0.67 3.59 1.11
C 1.39 4.65 1.64
C 1.88 5.63 0.79
C 1.61 5.56 -0.57
C 0.87 4.51 -1.10
C -1.06 2.22 -2.51
C -0.11 2.60 -3.46
C -0.46 2.66 -4.80
C -1.74 2.30 -5.21
C -2.67 1.88 -4.27
C -2.34 1.85 -2.93
C -1.30 0.85 3.07
C -2.15 1.47 3.97
C -1.64 2.01 5.15
C -0.28 1.93 5.42
C 0.57 1.29 4.54
C 0.06 0.73 3.36
P 1.12 -0.19 2.22
C 0.98 -1.90 2.84
C 1.74 -2.91 2.24
C 1.74 -4.19 2.76
C 0.96 -4.49 3.86
C 0.18 -3.50 4.45
C 0.18 -2.21 3.94
C 2.81 0.29 2.67
C 3.32 1.47 2.13
C 4.59 1.90 2.47
C 5.37 1.15 3.33
C 4.88 -0.04 3.85
C 3.60 -0.48 3.52
H -4.86 0.25 0.23
H -6.14 -1.08 -1.38
H -5.03 -2.85 -2.70
H -2.60 -3.23 -2.45
H 0.07 -4.85 -1.62
H -0.55 -7.02 -0.68
H -1.85 -7.15 1.42
H -2.54 -5.07 2.57
H -1.89 -2.88 1.66
H -1.37 -1.30 -3.50
H -0.28 -1.74 -5.67
H 1.88 -2.93 -5.77
H 2.96 -3.69 -3.68
H 1.87 -3.29 -1.50
H -4.79 2.12 2.10
H -5.52 4.36 1.34
H -4.17 5.61 -0.32
H -2.10 4.64 -1.22
H 0.26 2.84 1.78
H 1.56 4.71 2.70
H 2.44 6.46 1.19
H 1.97 6.34 -1.23
H 0.64 4.50 -2.15
H 0.89 2.85 -3.15
H 0.27 2.99 -5.53
H -2.00 2.36 -6.25
H -3.66 1.59 -4.59
H -3.07 1.53 -2.20
H -3.20 1.54 3.77
H -2.31 2.50 5.84
H 0.12 2.36 6.33
H 1.62 1.20 4.76
H 2.38 -2.67 1.40
H 2.35 -4.96 2.30
H 0.96 -5.49 4.27
H -0.43 -3.73 5.31
H -0.42 -1.45 4.42
H 2.72 2.06 1.44
H 4.97 2.83 2.05
H 6.37 1.48 3.59
H 5.49 -0.64 4.52
H 3.22 -1.40 3.93
O 1.13 0.41 -1.95
N 2.25 0.17 -2.54
C 2.35 0.39 -3.87
C 3.55 0.21 -4.51
C 4.69 -0.19 -3.80
C 4.56 -0.48 -2.46
C 3.32 -0.33 -1.83
S 3.03 -0.76 -0.22
H 1.44 0.70 -4.35
H 3.61 0.40 -5.58
H 5.64 -0.29 -4.30
H 5.39 -0.85 -1.87

Properties
Max |F| in Eh/bohr: 0.0479
Net charge: +2
Spin multiplicity: 6
E_HOMO (alpha / beta) in hartree: -0.483 / -0.493
LUMO level (alpha / beta) in Eh: -0.18840 / -0.29726
Gap between HOMO and LUMO (alpha / beta) in eV: 8.028 / 5.331